[1]
Computed, not measured: C18H31N5O3S as an isolated structure, with ωB97M-V/def2-TZVPD.

CARTESIAN COORDINATES (ANGSTROEM)
C  0.52400  2.99302  2.33620
C  2.02318  2.86524  2.12057
N  2.38341  2.14782  0.90840
C  3.81686  2.25024  0.68647
C  4.26023  1.49548  -0.55129
C  3.81985  0.03879  -0.49726
C  2.32853  0.00561  -0.28511
O  1.92598  -1.35901  -0.17726
N  0.60544  -1.52097  -0.49942
C  -0.32521  -1.57893  0.48278
O  -0.10891  -1.23267  1.62328
C  -1.70130  -1.99908  0.00896
C  -2.54610  -0.76900  -0.26786
N  -1.92072  0.14269  -1.19895
C  -1.63011  -0.21786  -2.46425
O  -1.85172  -1.33772  -2.89768
C  -0.97155  0.80249  -3.38722
C  -0.68587  2.15056  -2.82939
C  -1.38696  3.32052  -2.90952
N  -0.84317  4.37937  -2.28513
N  0.25463  4.12668  -1.71192
S  0.68428  2.52579  -1.91558
C  -2.36125  -3.01871  0.93097
C  -2.82952  -2.40726  2.24760
C  -1.37061  -4.13589  1.22935
C  -3.56655  -3.62701  0.21641
C  1.94029  0.77016  0.96607
H  0.32451  3.65058  3.18378
H  0.04135  3.42610  1.46059
H  0.05471  2.03215  2.55367
H  2.44726  3.86858  2.04863
H  2.48438  2.38482  3.00413
H  4.07384  3.30586  0.58306
H  4.37323  1.87071  1.56777
H  3.86583  1.99195  -1.44354
H  5.34866  1.54935  -0.63028
H  4.08742  -0.47667  -1.42049
H  4.32321  -0.45753  0.33705
H  1.83891  0.46489  -1.15202
H  0.46478  -1.93947  -1.40702
H  -1.58025  -2.50654  -0.95760
H  -3.51598  -1.06492  -0.66861
H  -2.73283  -0.22310  0.65551
H  -1.68132  1.06851  -0.88598
H  -0.05645  0.33953  -3.75561
H  -1.63500  0.89273  -4.24843
H  -2.32651  3.44687  -3.43077
H  -3.60007  -1.64587  2.09457
H  -3.26179  -3.17833  2.88975
H  -2.00360  -1.94760  2.78995
H  -0.97333  -4.57448  0.30797
H  -0.52643  -3.77745  1.82228
H  -1.85347  -4.93261  1.79587
H  -3.29137  -4.03377  -0.76081
H  -3.98466  -4.44185  0.80858
H  -4.36871  -2.90113  0.06141
H  2.34112  0.24674  1.85405
H  0.85544  0.75162  1.06332

E_tot   -1602.1340 a.u.
Orbital gap   8.84 eV

***

[2]
Computed, not measured: one molecule with the formula CH3N3O3, with ωB97M-V/def2-TZVPD.

CARTESIAN COORDINATES (ANGSTROEM)
N  0.59847  -1.24957  -0.17842
N  0.05809  -0.04099  -0.24599
C  0.69946  1.07024  0.06650
O  1.86990  1.09591  0.29120
N  -1.60677  -0.01380  0.02542
O  -2.13456  1.03544  -0.16297
O  -1.95396  -1.04708  0.44660
H  1.14185  -1.55558  -0.97995
H  1.35510  -1.26128  0.50599
H  -0.02758  1.96671  0.23164

E_tot   -429.7244 a.u.
SMILES string   NN(C=O)[N+](=O)[O-]
Orbital gap   10.46 eV

***

[3]
Computed, not measured: a 2-piece molecular cluster, C2H6O3S overall, with ωB97M-V/def2-TZVPD.

CARTESIAN COORDINATES (ANGSTROEM)
O  0.51532  1.90113  0.61405
S  -1.05824  1.99427  0.71818
H  0.85356  2.15759  -0.25930
H  -1.47640  0.90530  -0.10337
H  -1.41313  3.15160  0.13042
C  0.75210  -1.42859  0.37981
C  -0.13639  -1.49803  -0.87848
O  -0.20638  -2.56391  -1.47287
O  -0.73520  -0.40521  -1.20045
H  1.21838  -2.38984  0.57891
H  1.53500  -0.67982  0.24416
H  0.15138  -1.14448  1.24894

E_tot   -703.5876 a.u.
Orbital gap   6.63 eV

***

[4]
Computed, not measured: C32H54GeN6O2SSeTc as an isolated structure, with ωB97M-V/def2-TZVPD.

CARTESIAN COORDINATES (ANGSTROEM)
Tc  -0.41339  0.86076  -1.06392
C  0.11151  0.43129  -6.73142
C  -1.34583  0.11050  -6.46401
N  -1.77137  0.09718  -5.04970
C  -1.23222  0.67676  -3.98700
S  -2.17155  0.43451  -2.47787
N  -0.13038  1.37756  -4.01103
N  0.21026  1.81575  -2.76054
C  0.97769  2.86533  -2.65016
C  1.55080  3.55058  -3.83483
C  1.06325  3.34738  -1.27979
C  1.59889  4.54339  -0.93874
C  1.43346  5.31397  0.26864
C  0.55059  5.09668  1.25410
C  -0.35681  3.91145  1.38135
N  0.41497  2.47024  -0.40610
H  0.28873  0.28098  -7.79568
H  0.77713  -0.23120  -6.17955
H  0.35893  1.45920  -6.48382
H  -1.56497  -0.89018  -6.83605
H  -1.99486  0.80648  -6.99904
H  -2.68367  -0.30339  -4.89454
H  1.80706  2.81410  -4.59256
H  2.43241  4.13023  -3.57409
H  0.80649  4.22195  -4.27081
H  2.18816  5.02288  -1.70976
H  2.02469  6.21942  0.31735
H  0.49117  5.83744  2.04371
H  -0.53263  3.74891  2.44197
C  -0.93014  -5.73881  0.63298
Ge  -0.18313  -5.95534  -1.16357
C  1.65247  -5.29495  -1.21524
C  -0.35123  -7.77710  -1.83229
C  -1.22411  -4.76453  -2.35813
Se  -1.15642  -2.91687  -1.71950
C  -2.91544  -2.84727  -0.88710
H  -0.32542  -6.27846  1.36352
H  -1.94896  -6.12269  0.68861
H  -0.92496  -4.67851  0.89453
H  2.29537  -5.89009  -0.56567
H  1.68935  -4.25715  -0.88042
H  2.05212  -5.35641  -2.22773
H  0.21586  -8.46678  -1.20651
H  0.03739  -7.84703  -2.84786
H  -1.39283  -8.09638  -1.83201
H  -2.26938  -5.06262  -2.42668
H  -0.79594  -4.78406  -3.35940
H  -2.99499  -3.64055  -0.14645
H  -3.69262  -2.96435  -1.63837
H  -3.01703  -1.87843  -0.40084
C  4.03787  -0.56329  1.34643
C  3.11268  0.43641  1.98158
C  3.16148  0.70758  3.34680
C  2.33288  1.67316  3.91257
C  2.43661  2.02932  5.37088
C  1.41892  2.34440  3.10412
C  1.32424  2.05668  1.74149
C  2.18877  1.11404  1.19392
N  0.34149  2.69587  0.92310
C  -1.79328  4.11245  0.81128
C  -1.84373  4.60991  -0.63593
C  -2.45499  5.16971  1.70555
C  -2.57462  2.80435  0.94384
H  4.75264  -0.95674  2.06695
H  4.60147  -0.10344  0.53403
H  3.47564  -1.39616  0.91849
H  3.90044  0.20908  3.96494
H  3.15297  1.39214  5.88578
H  1.47230  1.94086  5.87339
H  2.76741  3.06213  5.48767
H  0.81059  3.10426  3.56964
H  2.18059  0.89771  0.13105
H  -1.29903  5.54728  -0.75672
H  -2.88317  4.79633  -0.90846
H  -1.45398  3.88238  -1.34922
H  -1.92303  6.12144  1.66821
H  -2.50347  4.84134  2.74620
H  -3.47402  5.35387  1.36643
H  -2.29717  2.07211  0.17862
H  -3.63961  2.99714  0.81196
H  -2.43069  2.34068  1.92283
O  0.95285  -1.76739  0.79394
C  0.06432  -1.06630  1.23488
O  -0.73996  -0.31069  0.55018
C  -0.20301  -1.04848  2.74437
N  0.82993  -1.96411  3.34955
C  0.11907  -3.10571  4.03259
C  -1.23682  -3.13832  3.34474
C  -1.55378  -1.65644  3.13412
H  -0.05071  -0.03357  3.10791
H  1.46958  -1.45722  3.96035
H  1.36481  -2.28647  2.51845
H  0.02685  -2.85456  5.08769
H  0.71246  -4.00995  3.92851
H  -1.97769  -3.64280  3.96026
H  -1.17112  -3.66669  2.39197
H  -1.91882  -1.20647  4.05776
H  -2.29465  -1.47959  2.35730

Multiplicity   4
Total charge   +2
Expectation value of S²   4.0466
E_tot   -6687.5524 a.u.
Orbital gap (alpha / beta)   4.40 / 4.93 eV

***

[5]
Computed, not measured: C31H23FN3RhS3 as an isolated structure, with ωB97M-V/def2-TZVPD.

CARTESIAN COORDINATES (ANGSTROEM)
Rh  -0.25868  0.25694  -0.36566
S  -2.67680  0.19236  -0.25297
C  -2.22955  -1.00124  0.99345
N  -0.95155  -0.76246  1.45533
C  -0.84508  -0.73724  2.78353
C  0.31746  -0.47748  3.53309
C  0.22876  -0.37480  4.90121
C  -0.98223  -0.55247  5.56764
C  -2.13398  -0.86581  4.86074
C  -2.06594  -0.96021  3.48733
S  -3.37325  -1.27337  2.37539
H  1.26293  -0.35006  3.02563
H  1.11904  -0.14458  5.46895
H  -1.02128  -0.44034  6.63883
H  -3.06843  -1.03148  5.37032
N  -1.88238  -2.95026  -0.89603
C  -1.21881  -2.36304  -1.88752
N  -0.24679  -1.50127  -1.73715
C  0.26137  -1.07306  -2.93835
C  1.32216  -0.18282  -3.08669
C  1.70713  0.18611  -4.35963
C  1.05538  -0.31838  -5.47911
C  0.00897  -1.21750  -5.35333
C  -0.36861  -1.60301  -4.08133
S  -1.60977  -2.73176  -3.58416
H  -2.02471  -2.36532  -0.00827
H  -2.65673  -3.53672  -1.16540
H  1.82761  0.19788  -2.20302
H  2.52823  0.87569  -4.47528
H  1.37304  -0.00794  -6.46075
H  -0.50657  -1.59911  -6.22137
C  4.72623  3.50193  -3.05331
C  4.99784  2.99413  -1.77526
C  3.97569  2.64307  -0.93798
C  2.62748  2.80183  -1.32711
C  1.53484  2.44470  -0.48989
C  0.24013  2.67515  -0.92840
C  -0.01513  3.21666  -2.20355
C  1.02376  3.54444  -3.02457
C  2.35834  3.34710  -2.61270
C  3.43450  3.68312  -3.45899
H  5.54658  3.74263  -3.71079
H  6.02375  2.88667  -1.45475
H  4.20183  2.26937  0.04738
H  -0.60367  2.56670  -0.23674
H  -1.03784  3.37409  -2.51443
H  0.84784  3.97545  -3.99936
H  3.21172  4.07488  -4.44190
F  4.09002  5.45345  4.50542
C  3.51702  4.57956  3.65157
C  2.52298  5.02203  2.79662
C  1.96084  4.12280  1.90888
C  2.38540  2.80005  1.86519
C  1.76696  1.83925  0.87886
C  3.36479  2.37890  2.75829
C  3.93772  3.26227  3.65625
H  2.19169  6.04877  2.83615
H  1.18549  4.45631  1.23427
H  0.78769  1.50806  1.29364
H  2.41238  0.95748  0.78398
H  3.69051  1.34886  2.75090
H  4.69681  2.93836  4.35094

Multiplicity   5
Expectation value of S²   6.0331
E_tot   -2764.2969 a.u.
Orbital gap (alpha / beta)   5.85 / 5.74 eV